This record from the OMol25 dataset describes the molecule C2H4N2O2S in a non-equilibrium geometry. The level of theory is the ωB97M-V functional and the def2-TZVPD basis.

XYZ file:
```
11
C2H4N2O2S (the ωB97M-V functional and the def2-TZVPD basis)
C 0.8636 -1.2705 0.3131
C -0.8207 1.7971 -0.0559
H -1.7296 -1.2963 -1.2043
H 1.6056 -1.8925 0.7147
H 1.7430 0.3502 1.2464
H -1.0583 0.9850 0.6514
N -0.0795 -1.8955 -0.3125
N 1.0089 0.0493 0.5665
O -0.8811 -0.8711 -0.8133
O -1.3570 2.8171 -0.4259
S 0.7050 1.2273 -0.6801
```

Properties
Electronic energy ... -20046.2302 eV
LUMO ... 0.47 eV
SMILES string ... O=CSN/C=N\O
Relative energy (zero: lowest compared OMol25 entry of this formula, charge and spin) ... 3.2526 eV
Frontier orbital gap ... 9.770 eV
Strongest force on any atom ... 4.17 eV/Å

The computed natural (NBO) charges, all in e, follow:
1. C 0.18
2. C 0.23
3. H 0.49
4. H 0.18
5. H 0.42
6. H 0.15
7. N -0.16
8. N -0.78
9. O -0.62
10. O -0.52
11. S 0.43